The following is a DFT calculation (ωB97M-V with the def2-TZVPD basis set) of 2 unconnected molecules or ions with the total composition C4H8NO3 at a distorted geometry.

Summary:
Frontier orbital gap   0.2203 hartree
Electronic energy   -11907.8538 eV

Geometry as ORCA input:
```
! RIJCOSX wB97M-V def2-TZVPD def2/J DEFGRID3
* xyz -1 1
O 1.29 2.16 2.47
C 1.12 2.14 1.28
O 0.42 3.31 0.85
C -0.74 -0.05 0.30
C 0.24 -0.29 -0.79
C 0.25 -1.72 -1.20
O -0.94 -2.19 -1.68
N -1.00 -0.76 1.34
H -0.09 3.94 1.25
H -1.37 0.86 0.14
H 0.05 0.16 -1.74
H 1.18 0.23 -0.23
H 0.55 -2.46 -0.42
H 1.15 -1.98 -1.80
H -1.70 -1.78 -1.16
H -0.43 -1.56 1.38
*
```